[1]
125
Properties=species:S:1:pos:R:3:forces:R:3:lowdin_charge:R:1 method="wB97M-V/def2-TZVPD" spin_multiplicity=1 total_charge=-1 lumo_energy_ha=0.0358 fmax_ev_per_a=5.04 e_tot_ev=-103912.175
Cl 0.1688 0.0025 0.1827 3.5 -1.5 -1.5 0.665
O 0.4061 -0.0986 1.5890 0.7 0.4 1.5 -0.317
O 0.3137 1.3450 -0.2712 0.5 0.4 0.0 -0.275
O 1.0172 -0.9564 -0.5561 0.4 1.8 0.9 -0.309
O -1.1094 -0.4625 -0.0602 -4.9 -0.9 -0.7 -0.317
O 3.9370 3.7506 -0.9210 -0.1 0.5 0.1 -0.048
H 3.7478 2.9160 -0.4921 0.1 -0.4 0.1 -0.011
H 4.6300 3.5461 -1.5488 0.0 -0.1 -0.1 0.038
O 1.0538 -5.7873 2.3022 -0.5 -0.6 0.6 -0.060
H 1.3045 -4.8901 2.0822 0.2 0.0 -0.1 -0.044
H 1.7158 -6.3325 1.8770 0.1 0.0 -0.1 0.026
O 2.4552 -0.4093 5.5184 0.2 0.5 0.3 -0.051
H 1.5007 -0.4822 5.5154 -0.2 0.0 -0.1 -0.028
H 2.7628 -1.2739 5.2464 0.3 -0.4 -0.3 -0.021
O 5.7317 -0.8873 -2.1864 0.4 -0.1 -0.3 -0.018
H 5.2189 -1.0165 -2.9842 -0.4 0.0 -0.4 0.091
H 6.5864 -0.5878 -2.4963 0.4 0.1 0.1 0.092
O -2.1721 -2.8337 -2.8589 0.7 -0.3 0.6 -0.054
H -2.0490 -2.0191 -3.3463 0.0 0.2 -0.7 -0.016
H -3.0917 -2.8182 -2.5939 -0.4 -0.4 0.1 -0.013
O -0.0906 2.3895 -5.8611 -0.2 0.3 -0.3 -0.035
H -0.0020 1.7611 -6.5777 0.0 -0.2 -0.1 0.033
H 0.3916 1.9945 -5.1346 0.2 -0.2 0.3 -0.012
O 3.9351 0.7315 -1.0493 -0.4 0.5 0.3 -0.029
H 3.1720 0.1914 -0.8438 -0.5 -0.2 0.2 0.014
H 4.6132 0.1038 -1.2990 0.3 0.1 -0.1 -0.023
O -0.1336 -3.4930 0.2270 0.9 0.0 -0.2 -0.031
H -0.0309 -2.5664 0.0103 0.0 0.4 -0.5 0.006
H -0.9490 -3.5338 0.7267 -0.8 -0.4 0.3 0.018
O -2.3806 -3.7258 1.8233 0.3 -0.3 0.1 -0.044
H -1.7026 -3.5337 2.4711 0.5 -0.1 0.6 0.021
H -2.9573 -2.9622 1.8458 -0.6 0.5 -0.3 0.011
O -4.6472 -0.9419 -1.7749 -0.2 -0.5 0.2 -0.033
H -5.1565 -0.3940 -2.3721 0.2 0.3 -0.1 0.037
H -4.0298 -0.3378 -1.3625 0.1 0.2 0.0 0.037
O -4.1909 3.4243 -0.1036 -0.8 0.3 -0.6 -0.057
H -3.6747 4.2244 -0.0048 0.2 0.3 -0.2 0.031
H -3.6163 2.7274 0.2133 0.4 -0.4 0.5 -0.036
O -3.2099 -5.3964 -0.2245 -0.2 -0.5 -0.1 -0.059
H -2.7700 -4.9758 0.5143 0.1 0.1 0.3 -0.023
H -3.3538 -4.6887 -0.8527 -0.2 0.1 -0.3 -0.015
O -2.9803 1.3253 0.9207 -0.6 -0.3 -0.4 -0.037
H -2.3556 0.7622 0.4637 0.5 -0.2 -0.4 -0.001
H -2.7014 1.2999 1.8360 0.0 0.2 0.6 0.006
O 2.3413 -3.7253 1.2566 1.2 0.1 0.5 -0.055
H 1.5037 -3.5853 0.8149 -1.2 0.2 -0.4 -0.015
H 2.9957 -3.3974 0.6398 0.4 0.3 -0.2 0.012
O 3.9177 2.9678 4.5728 0.2 0.5 0.6 -0.060
H 3.9549 2.2217 5.1712 0.0 -0.2 0.1 0.021
H 3.3362 2.6817 3.8684 -0.3 -0.3 -0.3 -0.029
O 5.1827 2.1885 1.8039 0.9 -0.1 -0.1 -0.064
H 4.3779 2.6092 2.1063 -0.2 0.0 0.0 -0.023
H 4.8847 1.4080 1.3368 -0.2 -0.1 -0.2 0.004
O -3.9663 -1.5086 1.3487 0.0 -0.3 0.2 -0.021
H -4.9065 -1.3827 1.2204 -0.3 -0.1 -0.1 0.062
H -3.6019 -0.6236 1.3370 0.1 0.6 -0.1 0.004
O 1.1887 1.4664 -3.3065 -0.2 0.7 0.3 -0.042
H 1.5696 0.7675 -3.8382 0.3 -0.5 -0.6 -0.004
H 1.3962 1.2219 -2.4046 0.1 0.1 0.4 0.022
O -0.3323 -0.8112 5.8370 -0.2 -0.2 -0.2 -0.025
H -0.4941 -1.6323 6.3016 0.0 -0.3 0.2 0.094
H -1.1725 -0.5946 5.4328 -0.2 -0.3 -0.3 0.051
O 0.7916 -2.6913 -3.6055 0.1 1.0 -0.6 -0.039
H 1.5068 -3.1554 -3.1703 0.2 -0.6 0.3 0.001
H 0.0128 -2.9211 -3.0987 -0.4 -0.2 0.1 0.007
O 1.8307 -0.5737 -4.9418 0.7 0.7 -0.5 -0.052
H 1.9243 -0.9579 -5.8135 0.0 0.0 -0.2 0.056
H 1.3302 -1.2219 -4.4462 -0.7 -1.1 0.7 -0.010
O -1.6188 5.9709 -1.6431 -0.5 0.6 0.0 -0.067
H -1.0733 5.2836 -2.0255 0.2 -0.3 -0.3 -0.032
H -1.5453 5.8377 -0.6980 0.1 -0.2 0.3 -0.011
O -2.1006 -0.9267 -4.6499 -0.1 -0.4 -0.9 -0.038
H -2.7765 -0.5377 -5.2049 -0.2 0.0 -0.1 0.053
H -1.7912 -0.2027 -4.1055 0.3 1.0 0.5 -0.011
O -2.0049 0.9996 3.3778 -0.1 -0.2 0.3 -0.008
H -2.3161 0.5318 4.1527 -0.4 0.0 0.1 0.072
H -1.2330 0.5090 3.0952 0.8 -0.2 -0.4 0.052
O -5.0331 1.7546 -2.3917 -0.2 -0.6 -0.6 -0.041
H -4.6792 2.3236 -1.7081 0.3 0.8 0.7 0.007
H -5.9471 1.6190 -2.1417 -0.3 0.2 0.1 0.052
O -0.0841 -2.5548 3.2114 -0.5 -0.2 0.3 -0.026
H 0.2195 -1.8625 2.6242 0.2 0.4 -0.4 0.006
H 0.6630 -2.7286 3.7840 0.3 -0.2 0.2 0.036
O 2.5066 2.4523 2.2337 -0.1 0.0 0.0 -0.029
H 1.8744 3.1707 2.2154 -0.4 0.5 0.0 0.046
H 1.9967 1.6777 1.9966 -0.2 -0.4 0.0 0.038
O -4.6464 -3.5908 -2.1277 -0.2 -0.7 0.0 -0.042
H -5.2436 -3.6377 -2.8743 -0.1 -0.2 -0.2 0.063
H -4.7906 -2.7191 -1.7595 -0.2 0.7 0.3 -0.002
O -1.1728 4.2942 0.7381 -0.7 -0.1 -0.8 -0.042
H -0.6390 4.2208 1.5292 0.3 0.4 0.5 -0.035
H -0.9385 3.5254 0.2183 0.0 -0.2 -0.4 0.021
O 0.1213 4.5122 2.9503 0.9 0.0 0.1 -0.024
H 0.5323 5.2861 3.3353 0.2 0.3 -0.1 0.079
H -0.4569 4.1806 3.6373 -0.7 -0.4 0.7 0.017
O -0.4633 -4.9202 -2.1828 0.7 -0.7 -0.4 -0.064
H -0.0307 -4.6090 -1.3877 -0.2 0.1 0.4 -0.013
H -1.1659 -4.2885 -2.3366 -0.6 0.3 -0.1 -0.026
O -2.0143 3.5118 4.5200 0.0 0.7 0.0 -0.040
H -2.1491 2.8347 3.8570 0.0 -0.3 -0.2 0.005
H -1.8899 3.0272 5.3361 0.3 -0.1 0.4 0.025
O 2.6573 -4.3326 -2.2435 0.1 0.1 -0.3 -0.027
H 2.4053 -4.8854 -1.5038 -0.3 -0.2 0.1 0.048
H 3.3215 -3.7428 -1.8870 0.4 0.2 0.3 0.010
O -2.9206 2.7603 -4.3685 0.1 0.5 -0.2 -0.042
H -3.3833 2.2715 -5.0491 0.0 0.0 -0.2 0.041
H -3.1709 2.3294 -3.5513 -0.1 -0.2 0.3 -0.003
O 3.2904 -2.9262 4.4007 -0.1 0.1 0.2 -0.029
H 3.9303 -3.4887 4.8370 0.1 -0.1 0.2 0.054
H 3.1215 -3.3590 3.5638 -0.2 -0.1 -0.7 0.023
O -0.2351 1.6672 6.6997 -0.4 0.9 0.1 -0.049
H 0.6547 1.7475 7.0432 0.3 0.1 0.0 0.042
H -0.2881 0.7671 6.3785 0.3 -0.3 0.2 -0.046
O 2.1077 5.4358 -2.5373 0.1 0.3 -0.3 -0.055
H 2.5891 5.4643 -1.7105 0.3 -0.3 0.2 0.006
H 1.2968 4.9727 -2.3271 -0.3 0.0 0.0 -0.011
O -1.6449 0.9307 -2.8274 -0.6 -0.2 0.3 -0.032
H -0.9989 1.6367 -2.8055 0.5 0.4 -0.2 0.021
H -1.5151 0.4610 -2.0036 0.1 -0.3 0.3 0.024
O -0.4087 3.8978 -3.1276 0.0 0.0 0.6 -0.040
H 0.3686 3.3781 -3.3323 0.5 -0.3 -0.1 0.015
H -1.0559 3.6286 -3.7795 -0.6 0.0 -0.6 0.019
O 4.5867 -2.5710 -0.4773 -0.6 -0.7 0.4 -0.034
H 5.0091 -1.9481 -1.0688 0.4 0.3 -0.2 -0.021
H 5.2934 -2.8818 0.0886 0.2 -0.1 0.2 0.061

=====

[2]
9
Properties=species:S:1:pos:R:3:forces:R:3:nbo_charge:R:1 method="wB97M-V/def2-TZVPD" spin_multiplicity=1 lumo_energy_ha=-0.0249 fmax_ev_per_a=2.71 e_tot_ev=-26531.618
C -0.0909 -1.3362 -0.1671 -0.3 2.6 -0.4 0.721
C -0.0943 0.1236 -0.8582 0.0 0.5 -0.2 0.466
O 0.0296 -2.3882 -0.6739 0.0 -0.6 0.0 -0.476
O -0.3176 -0.9461 1.0809 -0.3 0.5 1.2 -0.625
O 1.4551 0.8675 1.2130 0.7 -0.2 0.0 -0.857
O -0.7250 1.8763 1.5591 -0.1 -2.4 -1.3 -0.787
F -1.2393 0.4550 -1.4486 0.2 -0.3 0.2 -0.285
F 0.9114 0.5043 -1.6277 -0.2 -0.4 0.2 -0.275
S 0.0710 0.8438 0.9224 0.1 0.3 0.1 2.118

=====

[3]
9
Properties=species:S:1:pos:R:3:forces:R:3:nbo_charge:R:1 method="wB97M-V/def2-TZVPD" spin_multiplicity=1 total_charge=+1 lumo_energy_ha="-0.2708 / -0.2708" fmax_ev_per_a=3.83 e_tot_ev=-7712.557
C 0.2733 0.7870 0.0542 0.9 -1.1 -0.2 0.507
C 1.0498 -0.4945 -0.0600 1.6 3.4 0.8 -0.716
N -2.0901 -0.5935 0.1222 -0.7 -0.5 0.0 0.620
O -3.1218 -0.3614 -0.1138 0.8 0.4 0.1 0.083
O -0.9301 0.9861 -0.0582 0.1 0.2 0.2 -0.486
H 1.0026 1.5551 0.2115 -0.3 1.7 0.1 0.179
H 0.3280 -1.2509 -0.0593 0.0 -2.0 -0.5 0.230
H 1.7536 -0.4338 0.8680 -1.2 -0.6 -1.6 0.284
H 1.7346 -0.1941 -0.9645 -1.3 -1.4 1.3 0.299

=====

[4]
43
Properties=species:S:1:pos:R:3:forces:R:3:mulliken_spin:R:1 method="wB97M-V/def2-TZVPD" s_squared=3.75 spin_multiplicity=4 total_charge=-1 lumo_energy_ha="0.0120 / 0.0193" fmax_ev_per_a=4.87 e_tot_ev=-66247.974
Ti 0.1894 3.0717 -3.1420 -0.1 0.6 -0.1 2.993
C 3.0123 5.1887 1.3215 0.9 2.4 -4.2 -0.001
O 2.4316 3.8931 1.3860 0.4 0.8 1.5 0.002
O 2.6409 5.6989 0.0807 -0.2 -0.1 2.5 -0.003
C 2.9137 6.1966 2.5844 -0.7 -2.9 -2.8 0.000
F 1.6829 6.4282 2.9094 -2.9 1.4 0.3 0.000
F 3.4247 5.6737 3.6618 1.8 -1.8 2.6 0.000
F 3.5820 7.3018 2.4159 0.5 1.8 -1.0 0.000
C 2.7125 3.0888 2.4894 -2.6 -2.2 -0.3 0.000
C 1.8316 1.8642 2.1788 0.3 -0.4 0.1 0.001
H 1.9363 1.1684 3.0113 0.0 -0.5 -0.2 0.000
H 0.7848 2.1640 2.1305 0.0 0.2 0.1 -0.001
H 2.0613 1.4112 1.2144 0.2 -0.2 0.1 0.003
H 2.1684 3.3166 3.4060 0.8 1.4 0.5 0.000
H 3.7226 2.7322 2.6909 0.4 0.7 -0.3 0.000
H 4.0956 5.1155 1.2252 0.9 -0.7 0.7 0.000
Cl -2.1738 5.2407 -6.6547 0.3 -0.3 0.4 0.000
O 3.0022 -1.4992 -3.3323 -0.1 -1.2 -1.1 0.004
C 3.5416 -2.5722 -3.4930 -2.4 -0.3 2.1 0.002
O 2.8163 -3.8181 -3.5699 1.9 1.2 0.6 0.000
C 1.3800 -3.8822 -3.6686 -0.6 0.4 -1.0 -0.002
C 0.6010 -4.8040 -2.6847 0.5 0.3 0.7 0.000
C 4.9932 -2.6948 -3.1713 1.8 -0.4 -0.8 0.000
H 1.2470 -4.1781 -4.7092 -0.4 -0.5 0.1 0.000
H 0.9880 -2.8651 -3.6655 -0.1 0.0 0.5 0.002
H 0.7709 -5.8807 -2.6896 0.8 0.1 -0.5 0.000
H -0.4864 -4.7800 -2.7570 0.0 0.7 -0.8 0.000
H 0.7455 -4.4897 -1.6510 0.4 0.1 0.1 0.000
H 5.4937 -1.7278 -3.1220 -0.8 0.4 0.5 0.000
H 5.6734 -3.1215 -3.9084 -0.6 -0.8 -0.4 0.000
H 5.1908 -3.2402 -2.2485 -0.4 0.0 0.0 0.000
C -5.6325 -1.8299 3.1537 -0.6 0.5 0.4 0.000
C -6.7904 -1.9419 2.1283 1.3 -0.9 -0.2 0.000
C -6.3964 -1.7682 0.6338 0.4 0.8 0.2 0.000
C -5.4501 -0.6427 0.3337 1.5 2.3 0.3 0.001
N -4.6813 0.2505 0.2458 -2.5 -3.0 0.1 -0.001
H -5.5461 -0.8192 3.5525 0.2 0.2 -0.5 0.000
H -4.6554 -2.1602 2.8013 -0.1 0.1 -0.3 0.000
H -5.8255 -2.3831 4.0729 -0.3 -0.4 -0.2 0.000
H -7.6645 -1.3450 2.3885 0.2 0.0 0.0 0.000
H -7.0647 -2.9956 2.0773 -0.6 0.0 0.5 0.000
H -7.3397 -1.6796 0.0950 0.2 0.3 -0.4 0.000
H -5.9272 -2.6857 0.2785 0.1 0.1 0.0 0.000

=====

[5]
58
Properties=species:S:1:pos:R:3:forces:R:3:nbo_charge:R:1 method="wB97M-V/def2-TZVPD" spin_multiplicity=1 total_charge=+1 lumo_energy_ha=-0.1356 fmax_ev_per_a=19.42 e_tot_ev=-56533.753
C -8.8258 -2.9002 0.3359 -3.8 -4.5 -12.7 -0.174
H -9.4818 -3.2437 0.9528 -4.3 -2.3 3.6 0.184
H -8.2466 -3.6799 -0.2413 -1.7 -1.0 -0.2 0.145
H -9.2888 -2.3114 -0.5440 0.0 -0.4 1.2 0.146
O -7.9220 -2.3381 0.8635 5.7 6.5 12.7 -0.436
C -6.9355 -1.7036 0.4696 4.1 4.8 0.9 0.328
C -6.6717 -1.8371 -0.7792 4.8 2.3 -9.9 -0.335
C -5.4695 -1.0920 -1.5660 -1.9 -0.7 6.5 -0.064
C -4.6155 -0.3765 -0.7114 0.4 -0.6 1.3 -0.136
C -4.8400 -0.3561 0.7423 -7.4 -2.6 -5.0 -0.152
C -6.0659 -0.7018 1.2731 0.8 -4.0 -6.1 -0.175
H -6.3573 -0.7367 2.1999 -0.9 0.6 5.5 0.201
H -4.2089 0.0500 1.3093 5.0 3.4 4.4 0.187
C -3.3799 0.2607 -1.1721 -8.7 -4.3 2.9 -0.008
C -2.3890 0.8633 -0.7909 0.3 3.0 11.4 -0.297
C -1.3457 1.3200 -1.3602 7.6 -0.2 -12.3 0.616
O -1.0922 1.0343 -2.6240 -0.4 1.9 4.8 -0.574
N -0.3758 1.9793 -0.6210 3.5 1.1 -6.5 -0.490
C -0.5122 2.2440 0.5569 -4.8 -1.1 10.7 0.098
S 0.3152 2.9085 1.8617 -0.5 -0.2 -1.4 -0.157
S -2.1753 1.3582 0.9164 1.1 1.1 1.6 0.219
C 0.6795 2.7574 -1.1895 4.3 -1.9 -4.7 -0.248
H 1.2364 3.4842 -0.5852 -0.7 -0.8 0.5 0.261
H 0.3510 3.2649 -2.0346 -1.4 1.3 -1.2 0.246
C 1.8048 1.8110 -2.1125 -3.8 -3.6 7.9 -0.380
C 2.5339 0.7385 -0.8812 -0.5 -1.3 -0.9 0.692
O 2.9708 -0.5314 -1.2663 -1.2 5.8 2.1 -0.725
N 2.5336 1.2401 0.3754 5.0 -15.2 -3.3 -0.568
C 2.8033 0.1286 1.5748 4.7 4.2 -5.3 -0.172
H 2.2934 0.3503 2.4020 -2.2 0.9 3.0 0.236
H 2.6665 -0.7443 1.0864 -1.4 -2.9 -1.1 0.208
C 4.3205 0.2634 1.7621 0.3 0.5 6.6 -0.448
H 4.5570 -0.3791 2.7199 -0.5 0.8 -1.5 0.218
C 5.3494 -0.0400 0.7431 -0.1 7.5 0.5 -0.264
N 5.0737 -1.1643 -0.0774 -5.8 7.7 3.8 -0.538
C 5.1295 -2.1937 0.6666 3.5 -14.6 -0.1 -0.215
H 4.4997 -2.3205 1.3525 -5.5 0.2 5.7 0.207
C 6.5029 -2.8307 1.2608 -3.6 -4.2 -10.4 -0.058
O 7.2941 -2.9006 -0.1339 -1.0 1.2 3.1 -0.547
C 7.2983 -1.5782 -0.7117 0.6 -6.6 -3.9 -0.113
H 8.1121 -1.9545 -1.5290 -2.6 2.0 0.5 0.254
C 5.8955 -1.1271 -0.9959 9.5 -3.9 -16.5 -0.237
H 6.0189 -0.2706 -1.6914 -0.9 0.1 1.1 0.265
H 5.5498 -2.0504 -1.9150 0.7 2.5 2.6 0.218
H 7.8142 -0.9099 -0.2354 3.0 3.8 3.6 0.158
H 6.6251 -3.9157 1.4152 -1.3 0.7 0.8 0.249
H 7.0374 -2.2760 1.7718 4.9 5.3 5.5 0.153
H 4.7792 -3.2787 -0.0095 0.9 3.3 1.4 0.238
H 4.1435 -0.8053 -0.6301 -2.0 -1.0 0.3 0.500
H 5.2170 1.0209 0.1503 0.8 -2.9 0.2 0.241
H 6.3949 0.0728 1.1556 -1.2 -0.8 -0.4 0.262
H 4.5416 1.3309 2.2428 -0.4 -2.1 -1.3 0.253
H 2.2154 1.9924 0.6217 -4.7 10.6 3.0 0.385
H 1.3852 0.9271 -2.5204 -0.7 0.1 -1.8 0.267
H 2.7242 2.1092 -2.2713 4.0 2.7 -2.4 0.217
H -3.2498 0.1196 -2.0697 0.7 -1.7 -9.9 0.212
H -5.2531 -1.2543 -2.5671 0.0 -0.2 -1.8 0.217
H -7.3138 -2.2404 -1.5626 0.0 -0.5 0.8 0.231

=====

[6]
69
Properties=species:S:1:pos:R:3:forces:R:3:mulliken_spin:R:1 method="wB97M-V/def2-TZVPD" s_squared=2.02 spin_multiplicity=3 total_charge=+1 lumo_energy_ha="-0.1061 / -0.1238" fmax_ev_per_a=3.50 e_tot_ev=-75139.077
Tm -0.9863 -0.8038 -2.1302 -1.8 -0.7 1.2 1.050
C -0.6456 0.3831 -0.0406 -1.3 1.1 -0.1 -0.010
C -0.7018 1.3886 -1.0708 -1.0 -0.2 1.0 -0.009
C -2.7979 0.3991 -0.9177 1.1 0.8 0.7 -0.002
C -1.9572 -0.1908 0.0763 0.4 1.0 -0.6 -0.003
C -2.0591 1.4320 -1.5709 1.1 -0.4 0.8 0.010
C 0.4628 0.0848 0.9031 0.3 -0.1 0.3 0.021
H 1.3965 0.5741 0.6032 -0.2 0.0 0.2 -0.003
H 0.6313 -0.9995 0.9600 0.0 0.3 0.1 -0.004
H 0.2062 0.4297 1.9183 0.1 0.0 -0.3 0.000
C -2.3790 -1.1271 1.1396 -0.1 -0.5 0.2 0.000
H -1.9807 -0.7919 2.1075 -0.2 -0.1 -0.2 0.000
H -2.0035 -2.1372 0.9548 -0.1 0.0 0.3 0.000
H -3.4708 -1.1635 1.1890 0.1 -0.1 0.2 0.000
C -4.1963 0.0210 -1.2037 -0.6 -0.1 0.0 -0.002
H -4.7399 -0.1361 -0.2695 -0.1 0.0 -0.1 0.000
H -4.2578 -0.9216 -1.7646 -0.2 0.0 0.0 0.000
H -4.7053 0.7978 -1.7801 -0.1 -0.2 0.1 0.000
C -2.6302 2.5508 -2.3719 -0.3 0.1 -0.4 0.000
H -2.7271 3.4698 -1.7624 0.1 -0.4 -0.3 0.000
H -3.6346 2.2717 -2.7088 0.1 0.3 -0.1 0.000
H -2.0407 2.8016 -3.2678 -0.2 0.1 0.3 0.000
C 0.3536 2.3913 -1.3797 0.3 0.5 0.1 -0.003
H 0.2555 3.2815 -0.7408 0.1 -0.2 -0.1 0.001
H 0.2998 2.7574 -2.4093 -0.1 0.0 -0.1 -0.001
H 1.3704 2.0044 -1.2459 -0.2 0.0 0.1 -0.002
C 4.5331 -2.1907 0.1216 0.7 -0.2 0.4 0.015
C 5.7326 -2.1238 -0.4801 -0.2 -0.1 0.3 -0.009
C 5.9452 -1.7926 -1.9296 0.5 0.0 -0.4 0.040
C 4.9364 -2.5273 -2.8456 0.4 -0.6 0.0 0.044
C 3.8250 -1.5782 -3.2857 0.4 1.3 -0.7 -0.091
C 3.9765 -0.3325 -2.4638 -3.4 0.4 -0.8 0.836
C 3.3031 -0.3578 -1.1454 0.3 0.1 1.1 -0.057
C 3.2168 -1.7517 -0.4620 -0.2 0.1 -0.2 0.046
H 6.9639 -2.0466 -2.2518 -0.2 -0.1 0.3 0.007
H 4.5175 -3.3529 -2.2811 0.4 0.0 0.0 0.019
H 5.8601 -0.6901 -2.0973 0.2 -0.6 0.1 0.023
H 2.8676 -2.5142 -1.1866 0.1 0.5 0.4 -0.010
H 4.4836 -2.5787 1.1443 0.2 0.3 -0.3 0.001
H 6.6501 -2.3664 0.0670 -0.5 -0.1 0.0 -0.001
H 2.4154 -1.7758 0.3007 0.6 0.2 -0.3 -0.005
H 3.8554 0.3662 -0.5247 -0.3 -0.3 0.4 0.021
H 3.8097 0.6108 -3.0201 0.6 -0.4 0.4 0.011
H 2.2789 0.0621 -1.2174 0.4 -0.2 -0.2 0.054
H 5.4335 -2.9442 -3.7329 -0.1 0.0 0.3 0.001
H 4.0857 -1.2502 -4.2973 -0.4 -0.2 -0.1 -0.005
P 2.2217 -2.5718 -3.6081 2.3 -1.2 -1.8 0.034
C 2.2031 -4.1258 -2.6831 -0.3 -0.5 0.0 0.001
C 2.6255 -3.0334 -5.3656 0.0 -0.3 0.5 0.000
P 0.8133 0.0556 -3.6212 0.9 0.2 -1.2 0.010
C 0.5985 -1.8635 -3.7898 0.0 0.3 -0.2 -0.025
C 1.8653 0.5003 -5.0975 0.1 0.0 0.0 0.008
C -0.7972 0.5016 -4.4368 0.0 -0.4 -0.3 -0.004
H 1.5319 -4.0741 -1.8228 -0.1 0.1 0.0 -0.001
H 3.1882 -4.4445 -2.3222 -0.3 0.3 -0.2 0.001
H 1.8593 -4.9215 -3.3543 -0.1 0.2 0.0 0.002
H 2.3229 -4.0664 -5.5582 -0.1 0.2 0.0 0.001
H 3.7044 -2.9694 -5.5189 -0.1 0.0 0.0 0.000
H 2.1160 -2.3806 -6.0802 0.1 -0.1 0.2 0.000
H -0.5218 0.3700 -5.4933 -0.8 -0.1 0.2 -0.001
H -1.0237 1.5619 -4.2611 -0.1 -0.5 0.0 0.001
H -1.6475 -0.1934 -4.1488 0.6 1.1 -0.9 0.000
H 0.0075 -2.4487 -3.0170 0.5 0.5 -0.6 -0.004
H 0.1643 -2.0602 -4.7814 0.4 -0.3 0.2 -0.004
H 1.5058 1.4701 -5.4809 0.0 -0.3 0.3 0.001
H 1.8085 -0.2236 -5.9255 -0.1 0.2 0.3 0.000
H 2.9068 0.6439 -4.8020 -0.2 -0.1 -0.1 -0.003
N -0.0120 -3.4834 0.0459 -0.4 1.8 -1.7 -0.002
C -0.2592 -2.6162 -0.7181 0.8 -2.4 1.4 0.002